Entry A
Here is an isolated molecule of C5H10S from the Open Molecules 2025 dataset. Energies are from the ωB97M-V functional and the def2-TZVPD basis.

Last column: natural (NBO) charge in e.
Atoms and positions in Å:
S: 1.43 -0.61 0.92  0.21
C: 0.90 -2.15 0.12  -0.74
C: -1.19 0.34 0.95  -0.61
C: 0.63 1.89 -0.08  -0.41
C: 0.26 0.90 -1.15  -0.43
C: 0.16 0.51 0.30  -0.18
H: -0.03 2.72 0.11  0.21
H: 1.68 2.11 0.05  0.23
H: 1.05 0.48 -1.74  0.22
H: -1.09 0.41 2.03  0.22
H: -1.61 -0.64 0.71  0.21
H: -0.66 1.06 -1.70  0.21
H: -1.88 1.10 0.60  0.21
H: 0.70 -1.96 -0.93  0.22
H: 1.72 -2.85 0.22  0.23
H: 0.01 -2.54 0.61  0.21

## Properties
HOMO energy in eV: -8.5
Total charge: 0
HOMO-LUMO gap in eV: 9.5
LUMO in eV: 1.01
SMILES string: CSC1(C)CC1

***

Entry B
Here is a cluster of 2 separate species, C5H10S in total from the Open Molecules 2025 dataset. Energies are from the ωB97M-V functional and the def2-TZVPD basis.

Last column: natural (NBO) charge in e.
Atoms and positions in Å:
S: 1.84 0.97 0.47  0.48
C: 2.85 -0.53 0.88  -0.82
C: -2.48 1.24 0.21  -0.37
C: -3.22 0.20 0.42  -0.40
C: 0.68 0.69 -0.57  -0.29
C: 0.69 -0.56 -1.38  -0.74
H: -3.58 -0.08 1.37  0.17
H: 2.91 -0.25 2.03  0.23
H: -2.19 1.93 1.01  0.21
H: -0.24 -0.48 -1.99  0.23
H: -3.64 -0.56 -0.23  0.19
H: 3.80 -0.42 0.41  0.22
H: 0.70 -1.34 -0.60  0.22
H: -2.16 1.32 -0.78  0.20
H: 1.59 -0.67 -1.94  0.23
H: 2.46 -1.47 0.69  0.22

## Properties
HOMO energy in eV: -8.0
Total charge: 0
HOMO-LUMO gap in eV: 8.6
LUMO in eV: 0.55

***

Entry C
Here is an isolated molecule of C5H10S from the Open Molecules 2025 dataset. Energies are from the ωB97M-V functional and the def2-TZVPD basis.

Last column: natural (NBO) charge in e.
Atoms and positions in Å:
S: 2.07 0.00 0.18  -0.05
C: -0.71 0.09 -0.12  -0.08
C: -0.91 1.61 0.11  -0.60
C: -1.34 -0.84 0.89  -0.41
C: -1.98 -0.63 -0.48  -0.41
C: 0.55 -0.29 -0.74  -0.50
H: -1.87 -0.39 1.73  0.21
H: 0.66 0.38 -1.58  0.21
H: -2.79 0.10 -0.56  0.21
H: -2.16 -1.45 -1.14  0.22
H: -1.09 2.21 -0.79  0.21
H: -1.62 1.88 0.82  0.22
H: -0.01 2.06 0.51  0.21
H: 0.73 -1.24 -1.14  0.23
H: -0.91 -1.79 1.05  0.21
H: 2.27 -1.35 0.24  0.12

## Properties
HOMO energy in eV: -9.0
Total charge: 0
HOMO-LUMO gap in eV: 9.9
LUMO in eV: 0.87
SMILES string: CC1(CS)CC1

***

Stability summary - winner: entry A; margin: 65.0 kJ/mol.

***

Entry A
Here is an isolated molecule of CH3ClN2 from the Open Molecules 2025 dataset. Energies are from the ωB97M-V functional and the def2-TZVPD basis.

Last column: natural (NBO) charge in e.
Atoms and positions in Å:
Cl: -2.30 -0.04 -0.18  -0.01
N: 0.34 -0.88 0.05  -0.08
N: 1.39 -0.40 -0.30  -0.34
C: -0.71 0.58 0.11  -0.32
H: -0.36 1.31 -0.64  0.22
H: 2.05 -1.23 -0.17  0.31
H: -0.40 0.67 1.12  0.21

## Properties
HOMO energy in eV: -9.0
Total charge: 0
HOMO-LUMO gap in eV: 10.0
LUMO in eV: 1.00
SMILES string: [H]/N=N/CCl

***

Entry B
Here is a structure of composition CH3ClN2 from the Open Molecules 2025 dataset. Energies are from the ωB97M-V functional and the def2-TZVPD basis.

Last column: natural (NBO) charge in e.
Atoms and positions in Å:
Cl: 3.02 -0.09 0.10  -0.01
N: 1.38 0.36 -0.64  -0.61
N: -0.91 -0.67 0.11  -0.64
C: 0.26 -0.78 0.29  0.34
H: -1.70 -0.88 0.70  0.41
H: 0.98 -1.29 0.92  0.17
H: 1.24 -0.14 -1.51  0.34

## Properties
HOMO energy in eV: -9.6
Total charge: 0
HOMO-LUMO gap in eV: 10.3
LUMO in eV: 0.62

***

Stability summary - winner: entry A; margin: 59.1 kJ/mol.

***

Entry A
Here is a structure of composition C56H52BrN4OP2SV from the Open Molecules 2025 dataset. Energies are from the ωB97M-V functional and the def2-TZVPD basis.

Last column: Mulliken spin population.
Atoms and positions in Å:
Br: -2.80 0.88 2.87  0.00
V: 0.00 -1.06 -0.78  1.86
S: -2.88 -3.42 1.68  0.01
P: 2.32 -1.13 -0.33  -0.09
P: 0.18 1.49 -0.05  0.12
O: -3.80 -1.51 7.23  0.00
N: 2.80 1.62 -1.03  0.00
N: -1.20 -1.03 4.05  0.00
N: -1.67 -1.67 0.19  -0.07
N: -0.40 -0.54 -2.68  -0.03
C: -3.24 -0.45 5.23  0.00
C: -0.92 -1.91 4.99  0.00
C: -5.65 1.19 -1.33  0.00
C: -5.50 2.44 -0.48  0.00
C: -7.15 0.91 -1.64  0.00
C: 0.85 -3.79 -1.99  0.02
C: 3.16 0.55 -0.06  -0.02
C: -3.63 -0.15 -0.44  0.00
C: -0.50 -0.40 -3.84  0.09
C: -3.82 -2.18 0.94  0.00
C: -2.31 -0.33 4.19  0.00
C: 4.63 -3.03 2.57  0.00
C: -3.03 -1.29 0.21  0.06
C: -1.72 -2.13 6.09  0.00
C: 4.76 4.64 -2.04  0.00
C: 1.98 3.08 3.80  0.00
C: 0.84 2.16 1.47  -0.02
C: -1.52 -2.93 0.72  -0.03
C: 2.36 -3.30 3.17  0.00
C: -2.76 4.86 -1.24  0.00
C: 1.94 -2.59 2.07  0.01
C: 4.75 -3.53 -2.64  0.00
C: 6.21 2.76 -2.08  0.00
C: -1.16 2.70 -0.40  0.00
C: 6.01 4.13 -2.28  0.00
C: -2.30 4.78 0.08  0.00
C: -0.68 -0.23 -5.27  0.00
C: 4.35 -1.43 -3.83  0.00
C: -5.78 -0.86 0.33  0.00
C: -0.33 -5.10 0.27  0.00
C: -0.46 -3.71 0.10  0.04
C: 3.88 2.44 -1.43  0.00
C: 3.68 -3.45 3.54  0.00
C: 1.38 3.46 1.48  0.00
C: 3.44 -1.78 -1.61  0.00
C: 4.98 -2.69 -3.75  0.00
C: 3.55 -0.99 -2.77  0.01
C: 2.89 -2.07 1.16  -0.04
C: 0.81 1.34 2.59  0.00
C: -2.57 3.78 -2.06  0.00
C: 0.17 -3.08 -0.99  -0.06
C: 3.68 3.83 -1.68  0.00
C: 1.44 2.01 -1.30  -0.02
C: -1.60 3.67 0.52  0.00
C: -1.61 2.81 -1.74  0.00
C: -5.19 -1.94 0.99  0.00
C: -2.93 -1.38 6.19  0.00
C: 2.03 3.85 2.63  0.00
C: -5.01 1.22 -2.72  0.00
C: 0.32 -5.84 -0.72  0.02
C: 4.25 -2.35 1.39  0.00
C: 0.95 -5.17 -1.81  -0.02
C: -5.01 0.02 -0.49  0.01
C: 5.20 1.90 -1.72  0.00
C: 1.44 1.84 3.74  0.00
C: 3.94 -3.12 -1.56  0.00
H: -3.49 -2.17 7.90  0.00
H: -0.45 0.80 -5.44  0.00
H: -7.83 0.88 -0.79  0.00
H: 1.53 -5.78 -2.51  0.00
H: 6.86 4.76 -2.62  0.00
H: -4.42 2.59 -0.22  0.00
H: -7.23 -0.10 -2.16  0.00
H: 3.01 -0.03 -2.84  0.00
H: 5.51 0.87 -1.61  0.00
H: 3.65 -3.75 -0.71  0.00
H: -2.56 5.58 0.81  0.00
H: -7.50 1.65 -2.32  0.00
H: 2.47 3.44 4.71  0.00
H: -5.08 0.23 -3.18  0.00
H: -6.86 -0.68 0.39  0.00
H: -3.04 3.78 -3.02  0.00
H: -1.42 -2.87 6.87  0.00
H: 4.55 5.72 -2.17  0.00
H: 4.26 0.39 -0.06  0.00
H: 0.33 0.36 2.54  0.02
H: 1.37 3.11 -1.50  0.00
H: 2.90 0.82 0.98  -0.01
H: 3.98 -3.91 4.42  0.00
H: -3.27 5.74 -1.60  0.00
H: -1.24 2.04 -2.40  0.01
H: 0.22 -6.94 -0.68  0.00
H: 0.85 -2.28 2.00  0.06
H: -4.22 0.00 5.20  0.00
H: 7.22 2.36 -2.26  0.00
H: -3.00 0.52 -0.94  0.03
H: 1.54 1.18 4.60  0.00
H: 0.00 -2.50 4.83  0.00
H: -5.79 -2.58 1.63  0.00
H: 1.31 4.09 0.64  0.00
H: 1.15 -3.37 -2.92  0.00
H: -5.81 3.37 -1.01  0.00
H: 2.58 4.82 2.61  0.00
H: -5.58 1.92 -3.36  0.00
H: 4.45 -0.84 -4.74  0.00
H: -0.81 -5.58 1.10  0.00
H: 4.92 -1.91 0.69  0.00
H: 5.55 -3.09 -4.57  0.00
H: 1.57 -3.76 3.77  0.00
H: 0.04 -0.77 -5.93  0.00
H: 1.10 1.53 -2.25  0.01
H: 5.20 -4.55 -2.65  0.00
H: -1.34 3.61 1.60  0.00
H: -3.93 1.56 -2.77  0.00
H: -1.70 -0.44 -5.57  0.00
H: 2.74 4.27 -1.53  0.00
H: -6.02 2.39 0.53  0.00
H: 5.68 -3.26 2.77  0.00

## Properties
HOMO energy (alpha / beta) in eV: -11.9 / -11.9
2S+1: 3
Total charge: +2
HOMO-LUMO gap (alpha / beta) in eV: 5.4 / 5.8
<S²>: 2.021
LUMO (alpha / beta) in eV: -6.49 / -6.08

***

Entry B
Here is a structure of composition C56H52BrN4OP2SV from the Open Molecules 2025 dataset. Energies are from the ωB97M-V functional and the def2-TZVPD basis.

Last column: Mulliken spin population.
Atoms and positions in Å:
Br: -4.32 1.02 4.51  0.00
V: 0.12 -0.95 -1.37  2.01
S: -1.92 -2.40 1.71  0.02
P: 2.51 -1.02 -0.72  -0.16
P: 0.33 1.34 -0.42  -0.04
O: -3.58 -3.20 7.58  0.00
N: -2.06 0.47 6.02  0.00
N: 0.18 -0.50 -3.25  -0.06
N: 3.14 1.75 -1.18  -0.01
N: -1.55 -1.53 -0.66  0.04
C: -1.13 -2.55 0.12  0.08
C: 1.88 -2.04 1.83  -0.01
C: -3.28 -0.02 5.76  0.00
C: 3.55 0.59 -0.40  0.00
C: 4.24 -1.89 1.34  0.00
C: 0.48 0.80 2.34  0.02
C: 2.91 -1.75 0.94  -0.03
C: -3.04 4.45 -1.12  0.00
C: -7.07 -0.47 -1.78  0.00
C: 1.21 -3.65 -2.50  -0.06
C: 1.50 2.90 1.66  0.00
C: -1.91 2.94 0.38  0.00
C: -1.01 2.59 -0.66  0.00
C: 0.59 -2.87 -1.57  -0.09
C: 5.26 2.49 -2.18  0.00
C: 4.20 -3.08 -1.47  0.00
C: 1.67 3.20 3.00  0.00
C: -4.96 0.11 -0.61  0.00
C: -6.14 0.74 -1.48  0.00
C: -5.60 1.22 -2.80  0.00
C: -3.02 -2.02 7.15  0.00
C: -0.32 -3.52 -0.63  0.00
C: 0.03 -0.40 -5.84  0.00
C: 5.82 4.86 -2.13  0.00
C: -2.77 -0.93 -0.30  0.01
C: 2.15 -2.63 3.04  0.00
C: 4.73 5.10 -1.32  0.00
C: -2.10 4.18 -2.11  0.00
C: -4.40 -0.98 1.51  0.01
C: 0.09 -0.43 -4.42  0.19
C: 5.04 -2.00 -3.85  0.00
C: -5.24 -0.19 0.69  -0.01
C: 4.10 2.78 -1.46  0.00
C: 0.04 -5.63 -1.53  -0.01
C: -1.09 3.23 -1.90  0.00
C: -3.19 -1.38 1.01  -0.01
C: -0.49 -4.88 -0.52  0.03
C: 3.80 -1.77 -1.81  0.03
C: -2.90 3.83 0.14  0.00
C: 4.51 -2.44 2.63  0.00
C: 1.81 2.09 -1.46  0.03
C: 1.43 2.26 4.02  0.00
C: 5.51 -3.26 -3.56  0.00
C: 4.22 -1.21 -3.01  0.00
C: -3.76 -1.23 6.26  0.00
C: -1.36 -0.35 6.85  0.00
C: -6.92 1.79 -0.75  0.00
C: 3.48 -2.79 3.49  0.00
C: 0.83 -5.02 -2.52  0.01
C: -3.65 -0.23 -1.13  -0.01
C: -1.74 -1.53 7.44  0.00
C: 3.84 4.10 -1.08  0.00
C: 5.19 -3.74 -2.26  0.00
C: 0.87 1.06 3.66  0.00
C: 0.88 1.66 1.33  -0.03
C: 6.06 3.53 -2.58  0.00
H: 1.78 3.65 0.87  0.00
H: 5.63 -4.70 -1.87  0.00
H: 1.95 -3.36 -3.26  0.00
H: -0.42 3.01 -2.73  0.00
H: -7.87 -0.13 -2.53  0.00
H: -1.18 -5.34 0.18  0.00
H: 5.13 -1.64 0.71  0.00
H: 1.56 1.80 -2.50  0.00
H: 6.51 5.66 -2.33  0.00
H: 0.89 -1.84 1.55  0.06
H: -2.89 -3.69 8.03  0.00
H: -4.77 -1.63 5.98  0.00
H: -3.36 0.22 -2.07  0.00
H: -2.09 4.80 -3.00  0.00
H: 1.59 3.19 -1.48  0.00
H: 2.88 4.36 -0.61  0.00
H: 4.62 0.33 -0.44  0.00
H: 4.63 6.11 -0.92  0.00
H: 6.09 -3.76 -4.32  0.00
H: -6.17 0.16 1.14  0.00
H: -4.93 2.08 -2.76  0.00
H: -3.85 5.16 -1.31  0.00
H: 3.36 0.78 0.67  0.00
H: -0.03 -6.72 -1.55  0.00
H: -0.04 -0.13 2.08  0.00
H: -6.47 -1.28 -2.20  0.00
H: -7.52 2.38 -1.42  0.00
H: 1.35 -2.67 3.83  0.00
H: -1.78 2.59 1.37  0.00
H: -4.69 -1.16 2.53  0.00
H: -1.05 -0.41 -6.15  0.01
H: -3.50 4.11 1.04  0.00
H: 1.20 -5.56 -3.40  0.00
H: 5.60 -2.49 2.93  0.00
H: 6.91 3.31 -3.22  0.00
H: 0.57 -1.29 -6.17  0.00
H: -6.26 2.45 -0.22  0.00
H: -0.37 0.00 6.98  0.00
H: 3.79 -3.52 -0.58  0.00
H: -7.63 -0.69 -0.82  0.00
H: 3.95 -0.18 -3.32  0.00
H: -5.13 0.35 -3.29  0.00
H: 5.57 1.54 -2.49  0.00
H: 1.97 4.21 3.25  0.00
H: 0.62 0.39 4.50  0.00
H: 3.68 -3.24 4.46  0.00
H: 0.60 0.40 -6.28  0.01
H: -1.06 -2.07 8.11  0.00
H: 5.40 -1.44 -4.69  0.00
H: 1.62 2.50 5.05  0.00
H: -7.62 1.34 0.02  0.00
H: -6.47 1.43 -3.45  0.00

## Properties
HOMO energy (alpha / beta) in eV: -12.0 / -12.0
2S+1: 3
Total charge: +2
HOMO-LUMO gap (alpha / beta) in eV: 5.5 / 5.8
<S²>: 2.033
LUMO (alpha / beta) in eV: -6.56 / -6.27

***

Stability summary - winner: entry A; margin: 166.4 kJ/mol.